Record 1
The following is a DFT calculation (ωB97M-V/def2-TZVPD) of a 5-piece molecular cluster, C30H63FN9O11PS overall in a non-equilibrium geometry.

Geometry (Å):
C1 1.335576 -4.024146 4.155807
C2 0.987995 -4.010111 2.875489
C3 0.412337 -3.942655 1.350023
C4 0.391199 -2.400514 0.758705
C5 -0.977562 -2.400314 -0.094221
C6 -1.457002 -0.939675 -0.610010
C7 -3.098500 -0.876066 -0.517635
F1 -1.129484 -0.652997 -1.998041
O1 0.326963 -1.640915 2.027937
C8 1.443290 -0.711165 2.324521
N1 2.504667 -1.161582 3.269754
C9 0.647100 0.490764 3.063071
C10 0.060673 0.079124 4.534890
C11 0.320117 1.376000 5.488868
P1 -0.497461 1.280568 7.192694
O2 0.360293 2.154725 8.169053
O3 -2.108845 1.860145 7.253074
C12 -2.677388 2.093423 5.925907
C13 -4.309214 2.003858 6.105250
O4 -0.311173 -0.343559 7.748535
C14 -1.486598 -1.146975 7.396766
C15 -0.904623 -2.525180 6.718939
C16 2.022513 -0.471162 0.819964
C17 1.460929 0.910978 0.224478
C18 2.071384 2.204548 0.585522
C19 1.767812 -1.863137 0.040673
C20 3.122823 -2.717616 0.410335
S1 3.408012 -4.183999 -0.694800
O5 3.400668 -5.463959 0.161351
O6 4.736204 -4.131393 -1.421947
O7 1.478078 -1.864384 -1.377409
C21 2.500113 -1.177786 -2.159995
C22 2.972436 -2.014189 -3.490072
C23 1.764662 -1.762329 -4.580874
C24 4.325206 -1.437416 -4.159839
C25 4.756828 -2.494345 -5.347326
C26 5.594948 -1.351374 -3.162643
H1 1.262758 -4.128698 5.306303
H2 0.980725 -4.678616 0.671908
H3 -0.671993 -4.367113 1.438962
H4 -0.843085 -3.166284 -0.966677
H5 -1.872160 -2.822627 0.526687
H6 -1.072000 -0.169968 0.151236
H7 -3.447463 -0.292274 -1.464215
H8 -3.583397 -1.917533 -0.503179
H9 -3.356912 -0.213852 0.387248
H10 3.406283 -1.353084 2.805042
H11 2.709870 -0.446224 3.988419
H12 1.219145 1.492562 3.093411
H13 -0.299272 0.693181 2.407384
H14 0.610228 -0.809969 5.015086
H15 -1.047579 -0.219584 4.441955
H16 1.472653 1.392864 5.678838
H17 0.055664 2.366283 4.961255
H18 -2.414124 1.297450 5.137533
H19 -2.339040 3.146298 5.588741
H20 -4.778351 3.008936 6.401214
H21 -4.697198 1.654689 5.059946
H22 -4.528159 1.135033 6.825618
H23 -2.075764 -1.356872 8.369154
H24 -2.169860 -0.643885 6.606629
H25 -1.533311 -3.431004 7.045673
H26 0.232165 -2.649928 6.923354
H27 -1.004677 -2.357383 5.568394
H28 3.146655 -0.201167 1.008037
H29 0.589883 0.994173 -0.548849
H30 3.106108 2.550360 0.214150
H31 1.472262 2.934091 1.244807
H32 4.046792 -2.017389 0.264489
H33 3.159120 -3.059989 1.507525
H34 2.395417 -4.374885 -1.650337
H35 3.399033 -0.790325 -1.545470
H36 1.987192 -0.218852 -2.590593
H37 2.999680 -3.151292 -3.323919
H38 1.954016 -2.290821 -5.583516
H39 1.701574 -0.605955 -4.730200
H40 0.737202 -2.052413 -4.105679
H41 4.166322 -0.420416 -4.703829
H42 5.214424 -1.912050 -6.247997
H43 5.578215 -3.170892 -4.865140
H44 3.904838 -3.204899 -5.649641
H45 5.437505 -0.697369 -2.231564
H46 6.455160 -0.848416 -3.775624
H47 6.009124 -2.398845 -2.869245
N2 -7.057926 -0.293130 -4.165809
C27 -5.969966 -0.987165 -3.766177
N3 -4.788169 -0.442227 -4.135396
O8 -6.046309 -2.024273 -3.122199
H48 -7.013900 0.562524 -4.696637
H49 -7.959111 -0.665589 -3.910456
H50 -3.950851 -0.930176 -3.856499
H51 -4.704502 0.408172 -4.663763
N4 -7.784565 3.936470 -6.560596
C28 -6.695032 3.243336 -6.161425
N5 -5.512923 3.786504 -6.531428
O9 -6.772256 2.206941 -5.516635
H52 -7.742661 4.788808 -7.090255
H53 -8.685782 3.563631 -6.304041
H54 -4.675898 3.298659 -6.252634
H55 -5.428677 4.635943 -7.060581
N6 3.241939 2.995403 -3.797699
C29 4.331059 2.298519 -3.396935
N7 5.515488 2.841539 -3.762291
O10 4.251124 1.261799 -2.756569
H56 3.286411 3.849277 -4.324742
H57 2.339563 2.622852 -3.544659
H58 6.351211 2.351349 -3.482503
H59 5.602516 3.692469 -4.288649
N8 -1.130143 4.498586 -0.651891
C30 -1.078852 4.657321 0.691311
N9 -0.461708 5.789983 1.102023
O11 -1.551383 3.843697 1.470449
H60 -0.747691 5.155587 -1.308182
H61 -1.582199 3.666706 -0.999172
H62 -0.402358 5.945903 2.096420
H63 -0.067093 6.470346 0.477507

Cartesian forces (eV/Å) of the 6 atoms listed first:
C -3.05 -0.38 -6.57
C 1.19 -0.18 5.79
C 0.67 -0.67 1.31
C 0.34 -1.62 2.07
C 0.12 0.67 -0.69
C -2.13 -1.22 0.85

Results
gap between HOMO and LUMO = 7.5 eV
total charge = 0
E_LUMO = -0.4330 eV
molar mass = 807.92 g mol⁻¹

---

Record 2
The following is a DFT calculation (ωB97M-V/def2-TZVPD) of a 3-piece molecular cluster, C4H14NO2 overall in a non-equilibrium geometry.

Geometry (Å):
C1 0.461791 -2.198526 0.502458
C2 -0.833905 -1.405664 0.397570
C3 -0.787061 -0.343065 -0.667309
C4 -1.223121 -0.468962 -1.902622
N1 0.105839 0.772904 -0.311683
H1 0.479915 -2.747026 1.446623
H2 0.686336 -2.767179 -0.392977
H3 1.298528 -1.494720 0.649006
H4 -1.714641 -2.008766 0.152452
H5 -1.126111 -1.018073 1.370861
H6 -1.795944 -1.326321 -2.213148
H7 -0.976240 0.219826 -2.681554
H8 0.277950 1.495040 -1.009952
H9 1.060343 0.439844 -0.145373
H10 -0.243874 1.286071 0.525973
H11 -1.110402 2.541310 2.140539
H12 -2.430720 1.720462 1.884898
O1 -1.468184 1.702976 1.828614
H13 2.899352 2.608767 -0.536189
H14 3.676716 1.341150 -0.562501
O2 2.763432 1.649951 -0.475686

Cartesian forces (eV/Å) of the 6 atoms listed first:
C 0.46 0.97 0.60
C -1.17 0.02 -0.16
C 0.50 -0.54 0.08
C 0.02 -0.03 -0.01
N 0.44 0.69 0.22
H -0.13 -0.50 -0.47

Results
gap between HOMO and LUMO = 11.2 eV
total charge = +1
E_LUMO = -3.0525 eV
energy relative to the best compared isomer or geometry (same formula, charge and spin) = 1.042 eV
molar mass = 108.16 g mol⁻¹

---

Record 3
The following is a DFT calculation (ωB97M-V/def2-TZVPD) of the molecule C20H15Cl2N3O4S in a non-equilibrium geometry.

Geometry (Å):
C1 -1.257191 -5.892580 -4.410320
C2 -1.110862 -4.442669 -4.121528
C3 -0.594765 -3.854336 -3.016114
C4 -0.614665 -2.436484 -3.086175
C5 -0.165679 -1.483893 -2.116678
O1 0.369210 -1.680794 -1.041628
N1 -0.385360 -0.147434 -2.533316
N2 0.011062 0.810679 -1.605217
C6 -0.923089 1.556718 -0.917543
O2 -2.074483 1.686108 -1.271892
C7 -0.350715 2.227450 0.251360
C8 -0.971631 2.971346 1.224753
C9 0.027242 3.297045 2.162707
C10 1.189053 2.743588 1.693386
C11 2.547380 2.640096 2.308055
O3 2.741861 1.346898 2.866998
C12 1.858616 1.001660 3.859536
C13 1.904884 1.616424 5.104602
C14 1.029103 1.222883 6.101965
Cl1 1.101467 1.996599 7.642094
C15 0.099475 0.219422 5.877762
C16 0.049557 -0.392507 4.639193
C17 0.914893 -0.003950 3.627339
Cl2 0.825277 -0.754394 2.075487
O4 0.963515 2.094926 0.539951
C18 -0.904591 0.207846 -3.746956
C19 -1.016113 1.650882 -4.081315
N3 -1.288187 -0.672819 -4.611635
C20 -1.160858 -1.967497 -4.275300
S1 -1.644156 -3.265467 -5.306011
H1 -0.692082 -6.164207 -5.301271
H2 -0.893213 -6.477487 -3.569484
H3 -2.301867 -6.143126 -4.590493
H4 -0.209634 -4.388922 -2.167176
H5 0.803205 0.470377 -1.060082
H6 -2.009505 3.230290 1.252502
H7 -0.093043 3.862873 3.063524
H8 2.665737 3.423399 3.066321
H9 3.326641 2.734100 1.548548
H10 2.634440 2.388757 5.292673
H11 -0.576978 -0.078373 6.662582
H12 -0.671496 -1.170691 4.447358
H13 -1.256326 1.745814 -5.135089
H14 -0.085321 2.168554 -3.855548
H15 -1.810808 2.102896 -3.487926

Cartesian forces (eV/Å) of the 6 atoms listed first:
C -0.05 -0.03 -0.11
C 0.01 0.34 -0.01
C -0.06 -0.17 -0.14
C -0.28 0.27 -0.58
C -0.02 0.08 0.02
O 0.07 -0.18 0.15

Results
gap between HOMO and LUMO = 8.6 eV
total charge = 0
E_LUMO = 0.3066 eV
energy relative to the best compared isomer or geometry (same formula, charge and spin) = 0.249 eV
molar mass = 464.33 g mol⁻¹

---

Record 4
The following is a DFT calculation (ωB97M-V/def2-TZVPD) of a 2-piece molecular cluster, C4H13N2O overall in a non-equilibrium geometry.

Geometry (Å):
C1 1.068020 -1.154835 0.304319
C2 0.316430 0.331307 2.186365
C3 -1.279544 -0.799593 0.605493
C4 0.215201 0.921008 -2.827363
N1 0.139348 1.155239 -0.060677
N2 0.022914 -0.093841 0.734679
O1 -0.250976 0.351301 -1.733526
H1 1.199416 -0.962263 -0.716664
H2 1.913348 -1.028871 0.926536
H3 0.510606 -2.137815 0.420680
H4 -0.725108 0.589566 2.668334
H5 0.839925 -0.401366 2.853075
H6 1.014854 1.237057 2.216505
H7 -1.664495 -1.097744 -0.435326
H8 -1.281518 -1.729076 1.115104
H9 -2.083276 -0.110260 1.162315
H10 -0.239812 0.279948 -3.655760
H11 1.292161 0.929543 -2.847120
H12 -0.335072 1.937635 -2.878024
H13 -0.672422 1.783059 -0.038946

Cartesian forces (eV/Å) of the 6 atoms listed first:
C -2.27 -0.27 0.53
C -1.26 1.53 1.48
C -3.89 2.02 0.19
C -1.18 2.87 -1.87
N 1.06 -2.23 -3.10
N 0.25 -0.13 0.19

Results
gap between HOMO and LUMO (spin up / spin down) = 9.4 / 9.3 eV
total charge = +1
E_LUMO (spin up / spin down) = -5.0489 / -5.0847 eV
energy relative to the best compared isomer or geometry (same formula, charge and spin) = 7.697 eV
molar mass = 105.16 g mol⁻¹

---

Record 5
The following is a DFT calculation (ωB97M-V/def2-TZVPD) of CS5 as an isolated structure in a non-equilibrium geometry.

Geometry (Å):
C1 -0.700500 0.675053 -0.542367
S1 -0.578811 2.218005 -0.129490
S2 -0.897721 -0.702358 -1.285796
S3 -0.144897 -0.134320 1.570337
S4 1.566494 -2.281197 -0.249092
S5 1.598782 -0.758344 0.949616

Atomic forces in eV per Å
C -0.43 -0.36 -0.73
S 0.06 -0.94 -0.20
S -0.21 1.24 -0.59
S -1.09 0.19 1.58
S -0.40 -0.94 -0.47
S 2.07 0.81 0.42

Results
gap between HOMO and LUMO (spin up / spin down) = 7.6 / 5.5 eV
multiplicity = 3
total charge = 0
E_LUMO (spin up / spin down) = -0.5290 / -3.4126 eV
energy relative to the best compared isomer or geometry (same formula, charge and spin) = 0.576 eV
molar mass = 172.35 g mol⁻¹